Model A:
21
Properties=species:S:1:pos:R:3 method="wB97M-V/def2-TZVPD" smiles="CN(C)CC=O.O.O" mol_weight_da=123.15 lumo_ev=0.55
C 1.119 0.352 -0.425
N -0.105 -0.050 0.279
C -0.579 0.985 1.301
C -0.015 -1.322 0.966
C 0.237 -2.406 -0.090
O 0.919 -3.437 -0.046
H 1.936 0.054 0.313
H 1.218 -0.415 -1.369
H 1.123 1.572 -0.624
H -1.034 1.963 1.033
H 0.261 1.317 1.889
H -1.545 0.630 1.937
H -1.023 -1.497 1.362
H 0.708 -1.281 1.793
H -0.376 -2.303 -1.008
O -1.991 0.593 -1.660
H -2.661 -0.056 -1.775
H -1.305 0.309 -1.034
O 0.694 3.679 -0.043
H 0.254 4.082 -0.777
H 1.634 3.639 -0.217

=====

Model B:
21
Properties=species:S:1:pos:R:3 method="wB97M-V/def2-TZVPD" mol_weight_da=123.15 lumo_ev=-4.66
C 2.025 1.659 -0.189
C 1.712 0.197 -0.024
C 2.328 -0.702 -0.843
C 0.310 -1.409 1.068
N 0.784 -0.084 0.912
H 1.191 2.132 -0.598
H 2.199 2.118 0.801
H 2.865 1.854 -0.871
H 3.055 -0.417 -1.580
H 2.174 -1.762 -0.708
H 1.109 -2.021 1.417
H -0.513 -1.420 1.759
H -2.872 -1.453 -1.731
H -2.840 -0.488 -0.470
O -2.358 -1.337 -0.938
H -4.048 0.384 0.797
H -0.643 0.946 0.509
O -3.399 0.596 0.132
H -1.996 1.338 0.218
H -0.030 -1.821 0.133
O -1.054 1.690 0.206

=====

In eV, relative to the most stable structure: model A 0.000; model B 4.021.

=====

Model A:
21
Properties=species:S:1:pos:R:3 method="wB97M-V/def2-TZVPD" smiles="CN[C@@H](C)C=O.O.O" mol_weight_da=123.15 lumo_ev=0.54
C -0.914 0.891 0.444
N -1.308 -0.112 -0.548
C -0.192 -0.428 -1.502
C 0.641 0.764 -1.943
C 0.628 -1.513 -0.848
O 1.810 -1.398 -0.631
H -0.780 1.948 0.169
H -1.687 0.915 1.209
H 0.078 0.663 0.812
H -2.008 0.280 -1.164
H -0.724 -0.795 -2.383
H 1.251 1.208 -1.156
H 1.370 0.437 -2.687
H 0.025 1.502 -2.438
H 0.098 -2.440 -0.621
O 1.322 1.577 2.368
H 1.929 2.028 2.969
H 1.802 0.743 2.212
O -1.329 -2.379 2.080
H -1.640 -1.650 1.529
H -0.373 -2.241 2.129

=====

Model B:
21
Properties=species:S:1:pos:R:3 method="wB97M-V/def2-TZVPD" smiles=CNC(CO)CO.O mol_weight_da=123.15 lumo_ev=0.27
C 0.267 -0.741 -2.213
N 0.781 0.209 -1.259
C -0.046 0.424 -0.078
C 0.872 0.676 1.125
O 0.085 0.701 2.347
C -1.173 1.453 -0.292
O -1.928 1.734 0.868
H -0.715 -0.450 -2.697
H 0.029 -1.661 -1.729
H 0.998 -0.915 -3.005
H 1.005 1.083 -1.716
H -0.468 -0.568 0.237
H 1.383 1.647 1.097
H 1.716 -0.014 1.224
H 0.050 -0.218 2.613
H -1.858 1.100 -1.079
H -0.734 2.404 -0.575
H -1.438 1.541 1.672
O 0.231 -2.557 0.896
H 0.601 -2.344 1.753
H 0.341 -3.505 0.812

=====

In eV, relative to the most stable structure: model A 0.000; model B 0.178.

=====

Model A:
21
Properties=species:S:1:pos:R:3 method="wB97M-V/def2-TZVPD" smiles="CC(=O)N(C)C.O.O" mol_weight_da=123.15 lumo_ev=0.47
C 0.442 -0.709 1.734
C -0.310 -1.175 0.488
O -1.150 -2.055 0.469
N 0.155 -0.696 -0.724
C 1.373 0.103 -0.879
C -0.442 -1.297 -1.933
H 0.392 0.389 1.746
H 1.448 -1.048 1.599
H 0.108 -1.228 2.633
H 2.313 -0.492 -0.886
H 1.408 0.535 -1.863
H 1.437 0.829 -0.071
H -0.413 -2.393 -1.889
H 0.034 -0.846 -2.800
H -1.506 -1.033 -2.006
O -1.208 1.731 -0.215
H -1.111 0.920 -0.769
H -1.701 2.327 -0.781
O 0.988 2.746 1.182
H 0.737 3.625 1.499
H 0.148 2.451 0.764

=====

Model B:
21
Properties=species:S:1:pos:R:3 method="wB97M-V/def2-TZVPD" smiles="C=C/C=C/N.O.O.O" mol_weight_da=123.15 lumo_ev=0.63
C -0.052 2.563 -1.360
C 1.051 2.191 -0.719
C 1.401 0.778 -0.448
C 1.535 0.393 0.821
N 1.890 -0.895 1.230
H -0.390 3.595 -1.455
H -0.685 1.887 -1.934
H 1.726 2.998 -0.460
H 1.497 0.137 -1.316
H 1.407 1.140 1.601
H 1.233 -1.280 1.892
H 1.988 -1.534 0.456
O -2.516 -1.280 -1.459
H -2.516 -1.400 -2.416
H -1.611 -0.998 -1.271
O -0.221 -3.029 0.450
H -0.312 -3.069 1.417
H -1.107 -2.753 0.178
O -1.544 -0.202 1.590
H -0.655 0.190 1.649
H -2.121 0.568 1.555

=====

In eV, relative to the most stable structure: model A 0.000; model B 1.536.

=====

Model A:
8
Properties=species:S:1:pos:R:3 method="wB97M-V/def2-TZVPD" mol_weight_da=43.86 lumo_ev="-0.57 / -0.80"
B 0.720 -0.264 0.351
C -0.781 -0.225 0.367
O 0.951 0.764 -2.388
H 1.756 -0.427 0.817
H -1.270 -0.458 1.315
H -1.187 -0.893 -0.398
H -1.114 0.767 0.043
H 1.875 0.580 -2.561

=====

Model B:
8
Properties=species:S:1:pos:R:3 method="wB97M-V/def2-TZVPD" smiles=BOC mol_weight_da=43.86 lumo_ev=0.88
B -0.913 -0.877 0.409
O -0.204 -0.503 -0.615
C 0.626 0.583 -0.453
H -0.976 -0.226 1.589
H -1.322 -1.851 0.219
H 1.539 0.364 0.198
H 0.231 1.477 0.136
H 1.019 1.032 -1.483

=====

In eV, relative to the most stable structure: model A 3.989; model B 0.000.

=====

Model A:
16
Properties=species:S:1:pos:R:3 method="wB97M-V/def2-TZVPD" mol_weight_da=105.12 total_charge=+1 lumo_ev=-2.99
O -2.124 0.812 -1.933
C -1.425 0.523 -2.901
O -0.641 -0.589 -2.924
H -1.373 1.123 -3.836
H -0.441 -0.754 -3.863
C 0.924 -0.543 2.027
C 0.637 0.126 0.877
N -0.775 0.232 0.470
N 2.224 -0.702 2.487
H 0.145 -0.873 2.643
H 1.310 0.534 0.149
H -0.946 -0.016 -0.522
H -1.379 -0.409 1.059
H -1.183 1.206 0.546
H 2.761 0.116 2.219
H 2.287 -0.787 3.503

=====

Model B:
16
Properties=species:S:1:pos:R:3 method="wB97M-V/def2-TZVPD" smiles="C[C@@H](OO)C(N)=[NH2+]" mol_weight_da=105.12 total_charge=+1 lumo_ev=-3.75
C 0.590 1.221 0.371
C 0.552 -0.141 -0.415
O 1.753 -0.785 0.047
O 2.987 -0.331 -0.452
C -0.829 -0.710 -0.204
N -1.723 -0.019 -0.861
N -1.089 -1.761 0.540
H 1.585 1.652 0.131
H 0.439 1.172 1.410
H -0.198 1.884 0.135
H 0.472 0.023 -1.468
H 3.498 -1.100 -0.822
H -2.738 -0.296 -0.798
H -1.589 0.980 -0.949
H -2.081 -2.068 0.555
H -0.335 -2.340 0.931

=====

Model C:
16
Properties=species:S:1:pos:R:3 method="wB97M-V/def2-TZVPD" smiles="C[C@@](N)(O)C(=[NH2+])O" mol_weight_da=105.12 total_charge=+1 lumo_ev=-3.57
C -1.599 -0.710 0.726
C -0.568 0.111 -0.117
N -0.744 -0.164 -1.443
O -0.628 1.519 0.095
C 1.207 -0.156 0.226
N 1.824 0.962 0.389
O 1.662 -1.357 0.052
H -1.540 -0.444 1.861
H -1.274 -1.647 0.631
H -2.612 -0.709 0.406
H 0.111 0.097 -2.056
H -1.196 -1.061 -1.638
H -1.312 2.002 -0.516
H 2.800 1.219 0.649
H 1.221 1.693 0.494
H 2.645 -1.354 0.241

=====

In eV, relative to the most stable structure: model A 0.000; model B 2.945; model C 0.942.

=====

Model A:
9
Properties=species:S:1:pos:R:3 method="wB97M-V/def2-TZVPD" mol_weight_da=126.08 total_charge=-2 lumo_ev="6.77 / 6.77"
O -1.749 -0.829 -0.142
O -0.980 1.545 -0.082
O -0.706 0.126 3.011
O 1.738 -1.801 -1.291
Si 1.207 -0.367 -1.180
P -0.629 0.113 0.145
H -1.607 0.314 2.730
H 0.572 0.191 -2.424
H 2.153 0.707 -0.766

=====

Model B:
9
Properties=species:S:1:pos:R:3 method="wB97M-V/def2-TZVPD" mol_weight_da=126.08 total_charge=-2 lumo_ev=6.73
O -0.303 -1.229 4.635
O 1.804 0.115 4.015
O 1.620 -2.405 3.407
O -0.261 -0.583 1.454
Si -0.291 0.045 0.052
P 0.963 -1.139 3.822
H 0.706 1.192 -0.352
H 0.121 -1.035 -0.850
H -1.773 0.615 -0.380

=====

In eV, relative to the most stable structure: model A 1.761; model B 0.000.

=====

Model A:
9
Properties=species:S:1:pos:R:3 method="wB97M-V/def2-TZVPD" mol_weight_da=102.03 lumo_ev="-0.33 / -0.09"
C 1.044 0.799 -0.042
C 1.692 -0.355 -0.096
N -0.288 1.095 -0.023
N -1.352 0.350 -0.063
O 2.351 -1.287 0.072
P -1.985 -1.243 0.002
H 1.594 1.622 0.007
H -2.223 1.027 0.018
H -0.832 -2.008 0.123

=====

Model B:
9
Properties=species:S:1:pos:R:3 method="wB97M-V/def2-TZVPD" mol_weight_da=102.03 lumo_ev=0.49
C -0.833 -0.895 0.370
C 1.666 0.518 -0.211
N -1.413 0.129 0.290
N -1.702 1.301 0.387
O 1.214 1.562 -0.429
P 2.473 -0.859 0.160
H -1.030 -1.922 0.514
H -1.965 1.764 -0.471
H 1.590 -1.597 -0.609

=====

In eV, relative to the most stable structure: model A 0.000; model B 0.220.

=====

Model A:
30
Properties=species:S:1:pos:R:3 method="wB97M-V/def2-TZVPD" smiles=CCc1c[nH]cn1.Cc1ccccc1 mol_weight_da=188.27 lumo_ev=0.76
C -3.274 -1.544 2.480
C -2.182 -2.617 2.661
C -0.993 -2.322 1.769
C -0.926 -1.615 0.605
N 0.310 -1.889 0.061
C 0.984 -2.619 0.980
N 0.197 -2.989 1.957
H -4.187 -1.997 2.873
H -3.455 -1.289 1.442
H -3.080 -0.680 3.111
H -1.792 -2.589 3.673
H -2.537 -3.566 2.290
H -1.736 -1.133 0.085
H 0.694 -1.219 -0.591
H 1.976 -3.030 0.874
C 0.161 3.940 -1.316
C 0.967 2.668 -1.499
C 2.279 2.579 -1.024
C 3.000 1.413 -1.218
C 2.524 0.366 -2.033
C 1.208 0.492 -2.451
C 0.384 1.559 -2.102
H -0.844 3.755 -1.703
H 0.577 4.745 -1.921
H -0.003 4.148 -0.260
H 2.713 3.487 -0.634
H 3.763 1.103 -0.502
H 3.082 -0.550 -1.917
H 0.832 -0.155 -3.243
H -0.643 1.548 -2.446

=====

Model B:
30
Properties=species:S:1:pos:R:3 method="wB97M-V/def2-TZVPD" smiles=CCc1c[nH]cn1.Cc1ccccc1 mol_weight_da=188.27 lumo_ev=0.94
C 2.824 0.607 -3.894
C 1.525 -0.030 -3.343
C 0.784 1.137 -2.664
C 0.544 2.489 -2.990
N -0.181 2.952 -1.749
C -0.263 1.826 -0.834
N 0.255 0.722 -1.377
H 2.891 1.358 -4.584
H 3.486 -0.227 -4.273
H 3.332 0.987 -2.973
H 0.798 -0.674 -3.969
H 1.776 -0.832 -2.707
H 0.901 3.082 -3.788
H -0.494 3.928 -1.622
H -0.696 1.567 0.151
C -2.510 -2.237 1.330
C -1.720 -1.492 2.285
C -2.147 -0.694 3.360
C -1.200 -0.187 4.293
C 0.207 -0.400 4.002
C 0.644 -1.096 2.887
C -0.292 -1.625 2.058
H -2.513 -1.915 0.249
H -3.508 -2.182 1.461
H -2.239 -3.314 1.368
H -3.293 -0.719 3.583
H -1.458 0.420 5.163
H 0.975 -0.016 4.612
H 1.693 -1.305 2.814
H -0.122 -2.130 1.147

=====

In eV, relative to the most stable structure: model A 0.000; model B 1.877.

=====

Model A:
52
Properties=species:S:1:pos:R:3 method="wB97M-V/def2-TZVPD" mol_weight_da=319.30 lumo_ev=-0.05
O -2.131 2.176 0.558
C -2.229 1.294 -0.239
C -0.941 0.537 -0.877
C 0.289 0.749 0.116
C 1.295 -0.408 -0.278
O 2.243 -0.497 0.684
N -0.521 0.947 -2.125
H -3.255 1.096 -0.738
H -1.410 -0.450 -0.993
H -0.172 0.708 1.153
H 0.785 1.735 0.133
H 1.557 -0.270 -1.298
H 0.633 -1.364 -0.186
H 3.010 0.154 0.390
H -0.921 0.758 -2.978
H -0.211 1.885 -2.207
H -1.182 0.295 3.041
H -2.134 1.423 3.432
O -2.162 0.533 3.010
H -1.896 -2.564 2.779
H -3.144 -3.068 1.933
O -2.477 -3.424 2.477
H -2.494 -2.767 -3.316
H -1.963 -3.079 -2.119
O -2.298 -2.249 -2.681
H 0.574 2.070 4.187
H 1.863 2.519 3.547
O 1.211 2.806 4.173
H 3.964 1.268 -1.107
H 3.199 2.089 -0.143
O 3.757 1.372 -0.276
H 1.746 3.084 -1.454
H 1.415 1.872 -2.146
O 2.172 2.427 -1.906
H -4.050 -1.919 0.060
H -3.768 -1.089 1.281
O -4.233 -1.926 1.030
H 1.654 -0.489 3.741
H 1.212 -0.332 2.382
O 0.826 -0.418 3.189
H 3.062 -3.332 -0.896
H 3.270 -2.207 -0.010
O 3.783 -2.975 -0.394
H -0.765 -4.436 -0.108
H -0.176 -3.163 0.775
O -0.253 -3.650 -0.094
H 0.185 5.151 -0.585
H -0.295 3.919 0.196
O 0.437 4.104 -0.469
H 0.842 0.271 -5.173
H -0.043 -0.908 -4.427
O 0.137 -0.260 -5.046

=====

Model B:
52
Properties=species:S:1:pos:R:3 method="wB97M-V/def2-TZVPD" mol_weight_da=319.30 lumo_ev=-0.26
C 0.610 0.659 0.101
C 1.092 2.031 -0.474
O 2.480 1.954 -0.402
C -0.242 0.001 -0.931
N -1.584 -0.125 -0.734
C -2.278 -1.291 -1.331
O 0.220 -0.790 -1.767
H 1.497 -0.051 0.398
H 0.338 0.745 1.189
H 0.610 2.907 -0.001
H 0.987 2.042 -1.508
H 2.913 2.188 0.460
H -1.995 0.099 0.204
H -3.298 -1.102 -1.602
H -1.814 -1.351 -2.397
H -2.314 -2.287 -0.854
H -3.875 2.231 1.402
H -4.645 2.166 0.133
O -4.280 1.555 0.817
H 1.741 1.455 3.082
H 0.590 2.258 2.765
O 1.570 2.305 2.800
H 0.785 -0.625 3.699
H 0.827 -1.265 2.283
O 1.396 -0.679 2.918
H -2.429 -0.669 2.897
H -1.551 -1.611 2.233
O -1.847 -0.768 2.088
H -1.218 0.200 -3.990
H -1.590 1.245 -3.105
O -1.935 0.805 -3.873
H 3.555 -2.017 0.811
H 2.629 -2.349 2.066
O 3.512 -2.522 1.587
H -1.987 0.960 2.370
H -1.547 2.292 1.688
O -2.058 1.962 2.441
H 1.887 -2.928 -1.219
H 0.528 -2.556 -1.746
O 0.993 -3.182 -1.156
H -2.259 4.247 -2.203
H -2.764 2.912 -2.239
O -2.283 3.534 -1.685
H 1.945 -0.160 -2.249
H 2.856 0.810 -1.496
O 2.862 0.014 -2.014
H 0.473 -2.848 0.370
H 0.203 -3.339 1.750
O 0.271 -2.544 1.228
H 3.704 -2.771 -2.058
H 3.313 -1.407 -1.441
O 3.405 -2.340 -1.304

=====

In eV, relative to the most stable structure: model A 3.076; model B 0.000.

=====

Model A:
18
Properties=species:S:1:pos:R:3 method="wB97M-V/def2-TZVPD" smiles="C1=C[C@H]2CCNN2N=C1" mol_weight_da=123.16 lumo_ev=0.95
C 2.343 -0.597 0.414
C 1.152 -1.186 0.192
C 0.240 -0.396 -0.721
C -1.223 -0.595 -0.259
C -1.498 0.647 0.658
N -0.732 1.745 0.055
N 0.447 1.124 -0.428
N 1.605 1.582 -0.101
C 2.597 0.781 0.097
H 3.241 -0.958 1.016
H 0.807 -2.147 0.649
H 0.423 -0.505 -1.803
H -1.207 -1.599 0.159
H -1.916 -0.677 -1.036
H -2.542 0.876 0.602
H -1.225 0.654 1.752
H -1.220 1.913 -0.749
H 3.624 1.120 0.363

=====

Model B:
18
Properties=species:S:1:pos:R:3 method="wB97M-V/def2-TZVPD" mol_weight_da=123.16 lumo_ev=0.54
C 7.912 13.907 1.392
C 8.762 12.896 2.010
N 9.401 12.084 2.443
H 7.460 14.619 2.082
H 7.232 13.482 0.653
H 8.622 14.537 0.857
C 8.798 10.704 3.692
C 8.264 9.917 4.872
N 7.897 9.318 5.810
H 8.231 10.282 2.862
H 9.875 10.569 3.588
H 8.376 11.700 3.830
C 6.532 7.070 3.103
C 7.520 8.160 2.915
N 8.362 8.974 2.798
H 7.094 6.144 3.219
H 6.142 7.052 2.085
H 5.593 7.226 3.635

=====

Model C:
18
Properties=species:S:1:pos:R:3 method="wB97M-V/def2-TZVPD" smiles="C=Nc1cc(C)nn1C" mol_weight_da=123.16 lumo_ev="0.04 / 0.04"
C 0.112 3.227 0.590
N -0.196 2.063 1.065
C -0.084 0.924 0.355
C 0.594 0.368 -1.115
C 0.288 -0.964 -0.992
C 0.528 -2.098 -1.924
N -0.273 -1.350 0.144
N -0.443 -0.306 0.887
C -0.897 -0.416 2.281
H -0.014 4.088 1.196
H 0.661 3.195 -0.444
H 0.983 0.884 -1.884
H 0.410 -3.027 -1.456
H -0.080 -1.983 -2.890
H 1.701 -2.142 -2.259
H -1.993 -0.561 2.442
H -0.286 -1.135 2.849
H -0.791 0.686 2.651

=====

Model D:
18
Properties=species:S:1:pos:R:3 method="wB97M-V/def2-TZVPD" smiles="N#CC=C=N.C=NCC" mol_weight_da=123.16 lumo_ev=0.61
N 2.191 -2.062 2.050
C 2.389 -1.102 1.499
C 2.591 0.108 0.927
C 2.999 0.507 -0.233
N 3.228 1.029 -1.288
H 2.533 0.874 1.697
H 4.068 1.084 -1.835
C -1.644 -1.404 1.123
N -1.193 -0.556 0.323
C -1.978 0.570 -0.126
C -1.721 0.813 -1.569
H -1.064 -2.252 1.345
H -2.586 -1.516 1.587
H -1.761 1.398 0.380
H -3.032 0.363 0.029
H -0.814 0.278 -1.881
H -2.359 0.098 -2.104
H -1.849 1.769 -1.923

=====

In eV, relative to the most stable structure: model A 0.140; model B 3.741; model C 0.000; model D 0.410.

=====

Model A:
10
Properties=species:S:1:pos:R:3 method="wB97M-V/def2-TZVPD" mol_weight_da=77.06 total_charge=-1 lumo_ev=4.24
C 1.678 -1.217 0.614
O 0.830 -2.010 -0.211
H 1.260 -1.151 1.659
H 2.649 -1.693 0.411
H 1.705 -0.041 0.414
O -1.690 2.033 -0.603
C -0.823 1.257 -0.329
O -0.521 0.331 0.502
H 0.096 1.177 -0.975
H 0.211 -1.362 -0.718

=====

Model B:
10
Properties=species:S:1:pos:R:3 method="wB97M-V/def2-TZVPD" mol_weight_da=77.06 total_charge=-1 lumo_ev=4.34
O -0.262 -0.182 0.968
C -0.148 -1.018 0.029
O 0.593 -2.022 0.010
C -0.839 -0.630 -1.283
H -1.800 -0.149 -1.083
H -1.046 -1.494 -1.918
H -0.179 0.069 -1.798
H 1.160 2.482 1.314
H 1.001 1.070 1.784
O 1.519 1.875 1.978

=====

Model C:
10
Properties=species:S:1:pos:R:3 method="wB97M-V/def2-TZVPD" mol_weight_da=77.06 total_charge=-1 lumo_ev=4.47
C -0.798 1.328 -0.394
O 0.322 1.601 0.385
H -1.432 2.228 -0.546
H -1.449 0.661 0.168
H -0.502 0.797 -1.323
O 0.269 -2.025 -0.845
C 0.717 -1.808 0.292
O 1.046 -0.744 0.903
H 1.006 -2.763 0.807
H 0.820 0.725 0.553

=====

In eV, relative to the most stable structure: model A 1.894; model B 0.000; model C 0.760.